C17H31N2O9Pm as an isolated structure in a non-equilibrium geometry. Source: the OMol25 dataset; level of theory: ωB97M-V/def2-TZVPD.

Each line ends with the Löwdin spin population.
Cartesian coordinates (Å):
Pm (0.22520, -0.45720, 0.35070)  4.041
O (-1.54470, -1.86670, -0.79480)  -0.004
O (1.44520, 1.32590, -1.09920)  -0.003
O (0.95920, 1.73440, 1.53770)  -0.003
O (-1.24570, 0.58890, 2.31430)  -0.002
O (1.74720, -1.24150, 1.94110)  -0.008
O (0.25570, -0.78320, -2.23480)  -0.003
O (-2.58440, -2.09960, 2.04020)  0.000
O (1.93250, -2.24500, -0.65010)  -0.002
O (-1.67690, 1.00730, -0.47050)  -0.004
N (-0.35540, -1.95340, 1.94400)  -0.010
N (-1.40410, -2.75760, 3.89110)  0.000
C (-0.20170, -2.80670, 4.50440)  0.000
C (0.83330, -1.85000, 2.58240)  0.000
C (-1.50540, -2.28010, 2.58650)  0.000
C (-0.55070, 1.33780, 3.30630)  0.000
C (1.21050, 1.36220, -2.50490)  0.000
C (1.97410, 2.49780, 0.88590)  0.000
C (-2.49150, 1.11680, 1.85940)  0.000
C (1.58100, 2.64600, -0.57670)  0.000
C (-2.54660, 0.30960, -1.37510)  0.000
C (-2.61890, -3.12260, 4.59280)  0.000
C (-1.10920, -2.69160, -1.87000)  0.000
C (-0.36470, -1.86320, -2.93240)  0.000
C (-2.77280, -1.16070, -0.98840)  0.000
C (0.36220, 2.38670, 2.66050)  0.000
C (1.20310, -0.06950, -3.02230)  0.000
C (0.94100, -2.37210, 3.91080)  0.000
C (-2.32150, 1.83230, 0.50950)  0.000
H (-1.05250, -1.45900, -3.68870)  0.000
H (0.38780, -2.48040, -3.43620)  0.000
H (-1.66860, 2.70650, 0.62670)  0.000
H (-3.04550, -2.25390, 5.10070)  0.000
H (2.19560, -0.52940, -2.92200)  0.000
H (1.89110, -2.38860, 4.41830)  0.000
H (2.91750, 1.94170, 0.95670)  0.000
H (-2.06480, 0.37870, -2.35610)  0.000
H (-0.19790, 3.27660, 2.33470)  0.000
H (1.86150, -3.15080, -0.31480)  0.000
H (-3.29620, 2.17490, 0.14580)  0.000
H (2.35430, 3.19850, -1.12440)  0.000
H (-3.28760, -1.23630, -0.02360)  0.000
H (-1.24250, 1.80360, 4.01470)  0.000
H (0.23600, 1.83630, -2.69450)  0.000
H (-1.94470, -3.23900, -2.32120)  0.000
H (-3.34260, -3.49320, 3.87020)  0.000
H (-3.38330, -1.64170, -1.76000)  0.000
H (0.62020, 3.17530, -0.67300)  0.000
H (-3.51520, 0.81230, -1.43540)  0.000
H (2.86930, -2.02250, -0.54120)  0.000
H (-0.20220, -3.17650, 5.52100)  0.000
H (-2.91830, 1.80730, 2.59420)  0.000
H (1.99600, 1.94240, -3.00400)  0.000
H (0.07180, 0.61120, 3.84100)  0.000
H (-0.42340, -3.41340, -1.41320)  0.000
H (0.91090, -0.07210, -4.07720)  0.000
H (-2.40750, -3.89950, 5.32320)  0.000
H (1.12920, 2.70010, 3.37890)  0.000
H (2.09170, 3.47830, 1.35080)  0.000
H (-3.15420, 0.24640, 1.76080)  0.000

* strongest force on any atom: 1.3 eV/Å
* energy relative to the best compared isomer or geometry (same formula, charge and spin): 59.2 kJ/mol
* orbital gap (alpha / beta): 0.3329 / 0.3476 Ha
* HOMO energy (alpha / beta): -14.210 / -14.213 eV
* charge: +2
* 2S+1: 5